(P)
Below is a structure of composition C6H8, with properties calculated with wB97M-V/def2-TZVPD.

For the orbital gap, the calculation gives 0.3622 Ha. As for the spin multiplicity: 1. Its LUMO energy is 1.143 eV.

The geometry in XYZ format:
```
14
Properties=species:S:1:pos:R:3:mulliken_charge:R:1
C -1.389 1.426 -0.400 -0.62
C -0.956 1.216 0.741 -0.07
C -0.209 0.352 1.550 -0.46
C 0.402 -0.940 0.310 -0.16
C 1.347 -0.427 -0.754 -0.70
C -0.073 -0.844 -1.041 -0.25
H -1.973 2.084 -1.002 0.37
H 0.718 0.769 1.956 0.27
H -0.805 -0.183 2.303 0.33
H 0.518 -1.805 0.957 0.35
H 2.223 -0.999 -1.082 0.26
H 1.520 0.654 -0.753 0.22
H -0.835 0.287 -1.061 0.07
H -0.487 -1.589 -1.724 0.37
```


(Q)
Below is a cluster of 2 separate species, C6H8 in total, with properties calculated with wB97M-V/def2-TZVPD.

For the orbital gap, the calculation gives 0.4016 Ha. As for the spin multiplicity: 1. As for the SMILES: C#CCC.C#C. Its LUMO energy is 1.048 eV.

The geometry in XYZ format:
```
14
Properties=species:S:1:pos:R:3:mulliken_charge:R:1
C 0.115 1.384 2.015 0.00
C 0.002 1.587 0.842 -0.44
C -0.101 1.885 -0.549 -0.36
C -0.246 0.530 -1.299 -0.81
H -0.024 1.272 3.082 0.40
H -1.018 2.388 -0.604 0.22
H 0.744 2.562 -0.853 0.29
H -0.753 0.633 -2.176 0.39
H -0.790 -0.215 -0.678 0.06
H 0.810 0.215 -1.464 0.27
C -0.116 -2.478 1.201 -0.49
C 0.400 -3.516 1.501 -0.14
H -0.702 -1.696 0.763 0.22
H 0.974 -4.406 1.643 0.39
```


It is (Q) that is the most stable of them.


(P)
Below is the molecule C6H10S, with properties calculated with wB97M-V/def2-TZVPD.

For the orbital gap, the calculation gives 0.3634 Ha. As for the spin multiplicity: 1. As for the SMILES: C=C[C@H]1S[C@H]1CC. Its LUMO energy is 1.034 eV.

The geometry in XYZ format:
```
17
Properties=species:S:1:pos:R:3:mulliken_charge:R:1
C -0.996 -2.259 0.022 -0.88
C 0.038 -1.663 -0.501 -0.07
C 1.042 -0.955 0.348 -0.49
S 2.673 -0.312 -0.173 -0.15
C 1.245 0.537 0.464 -0.17
C 0.396 1.299 -0.496 -0.49
C -1.055 1.709 0.060 -1.09
H -1.138 -2.379 1.111 0.23
H -1.818 -2.621 -0.519 0.31
H 0.182 -1.537 -1.572 0.34
H 1.081 -1.388 1.325 0.44
H 1.328 0.907 1.476 0.49
H 0.955 2.303 -0.746 0.31
H 0.227 0.761 -1.417 0.28
H -1.536 2.467 -0.605 0.33
H -1.740 0.866 0.262 0.26
H -0.885 2.267 0.960 0.34
```


(Q)
Below is the molecule C6H10S, with properties calculated with wB97M-V/def2-TZVPD.

For the orbital gap, the calculation gives 0.3005 Ha. As for the spin multiplicity: 1. Its LUMO energy is -0.208 eV.

The geometry in XYZ format:
```
17
Properties=species:S:1:pos:R:3:mulliken_charge:R:1
C -1.871 0.324 0.300 -0.76
C -1.338 1.518 0.814 -0.38
C -0.343 0.058 -1.565 -0.42
C -0.523 -0.098 -0.219 0.65
C 1.724 0.000 0.824 -0.76
C 0.403 -0.777 0.772 -0.87
S 1.040 -0.393 -2.587 -0.18
H -2.226 -0.514 1.088 0.29
H -2.557 0.215 -0.543 0.45
H -1.609 2.354 0.143 0.16
H -1.073 0.718 -2.044 0.28
H 2.372 -0.634 1.472 0.30
H 1.604 1.031 1.316 0.30
H 2.180 -0.209 -0.155 0.22
H -0.209 -0.818 1.686 0.34
H 0.606 -1.818 0.332 0.29
H 1.819 -0.955 -1.637 0.09
```


It is (P) that is the most stable of them.


(P)
Below is a cluster of 17 separate species, H33O17 in total, with properties calculated with wB97M-V/def2-TZVPD.

For the orbital gap, the calculation gives 0.3220 Ha. As for the spin multiplicity: 1. As for the net charge: -1. Its LUMO energy is 2.161 eV.

The geometry in XYZ format:
```
50
Properties=species:S:1:pos:R:3:mulliken_charge:R:1
O 1.533 1.222 -3.954 -0.61
H 0.749 1.100 -3.475 0.24
H 1.825 0.304 -3.833 0.39
O 1.852 -2.467 3.586 -0.62
H 2.248 -1.657 3.446 0.30
H 2.391 -3.047 3.024 0.31
O -1.762 -0.657 -0.416 -0.41
H -0.905 -0.122 -0.239 0.27
H -1.536 -1.293 -1.110 0.20
O -2.794 -4.628 1.618 -0.64
H -3.516 -5.025 1.078 0.31
H -3.120 -3.761 1.979 0.34
O -0.129 1.150 6.339 -0.64
H -0.579 0.991 5.422 0.34
O 4.324 -0.636 1.258 -0.66
H -4.011 2.152 -2.106 0.30
H 3.488 -0.622 0.785 0.40
O 2.077 -1.034 -2.512 -0.71
H 2.423 -1.034 -1.429 0.39
H 2.867 -1.603 -2.903 0.31
O -4.215 -0.539 -0.979 -0.62
H -3.912 -1.415 -1.040 0.25
H 0.557 1.681 6.038 0.29
O -1.922 2.406 -0.490 -0.59
H -1.618 3.251 -0.298 0.19
H -1.577 1.679 0.009 0.35
O -1.258 -1.372 2.693 -0.65
H -1.704 -0.913 1.974 0.32
H -0.463 -1.698 2.371 0.30
O 2.151 0.189 -0.144 -0.79
H 2.461 0.915 -0.512 0.26
H 1.060 0.288 -0.230 0.19
O 1.012 2.752 0.333 -0.67
H 0.335 3.409 0.526 0.20
H 0.477 1.904 0.459 0.48
O -0.324 0.771 1.031 -0.77
H -0.353 0.790 1.973 -0.07
H 4.140 -0.924 2.132 0.30
O -1.737 -3.360 -4.147 -0.64
H -1.499 -2.668 -3.556 0.32
H -2.566 -3.786 -3.802 0.32
O -3.705 1.745 -2.986 -0.66
H -2.693 1.848 -3.192 0.32
H -3.697 0.270 -1.191 0.37
O 2.212 0.022 2.411 -0.62
H 2.803 0.769 2.426 0.26
H 1.827 0.039 1.650 0.55
O 2.581 4.438 -3.594 -0.66
H 1.978 3.737 -3.910 0.33
H 2.853 4.164 -2.708 0.32
```


(Q)
Below is a cluster of 17 separate species, H33O17 in total, with properties calculated with wB97M-V/def2-TZVPD.

For the orbital gap, the calculation gives 0.3270 Ha. As for the spin multiplicity: 1. As for the net charge: -1. Its LUMO energy is 2.306 eV.

The geometry in XYZ format:
```
50
Properties=species:S:1:pos:R:3:mulliken_charge:R:1
O -1.898 1.346 0.466 -1.08
H -1.271 1.570 1.163 0.22
H -1.514 1.682 -0.843 0.49
O -3.643 -0.914 4.788 -0.68
H -3.978 -1.805 4.750 0.30
H -3.555 -0.814 3.811 0.42
O -1.422 4.563 -2.865 -0.65
H -2.281 4.915 -2.635 0.27
H -1.338 3.677 -2.537 0.42
O -0.454 -2.774 -1.076 -0.55
H -0.610 -3.133 -0.194 0.27
H -0.730 -1.866 -0.845 0.27
O 0.198 -0.551 5.897 -0.63
H -3.186 -1.280 1.686 0.26
O -1.721 0.962 4.435 -0.67
H -0.037 -1.005 -3.435 0.27
H -2.266 1.624 4.011 0.26
O 1.693 2.017 -2.712 -0.68
H 3.223 -3.546 -0.427 0.43
H 1.671 2.760 -3.339 0.32
O 4.813 1.112 -2.677 -0.62
H 5.276 0.549 -2.063 0.29
H 0.409 -0.299 5.001 0.32
O 3.350 -3.727 0.514 -0.65
H 1.403 1.386 -3.394 0.31
H -2.720 0.147 1.461 0.34
O 3.003 -2.417 -1.839 -0.71
H 3.661 -1.882 -1.396 0.29
H 3.875 -4.506 0.665 0.29
O 4.028 1.969 1.456 -0.63
H 3.482 2.591 1.940 0.31
H 2.142 -1.989 -1.752 0.35
O -3.005 -0.472 2.173 -0.63
H -3.937 2.606 -0.864 0.33
H 0.206 -5.420 -2.584 0.31
O -1.316 1.622 -1.895 -0.91
H -0.416 1.965 -1.997 0.25
H -0.695 -0.214 6.002 0.34
O -0.092 -0.560 0.398 -0.44
H -0.102 -0.916 1.282 0.23
H -0.334 0.398 0.417 0.22
O -0.029 -0.043 -3.486 -0.63
H -0.680 0.219 -2.791 0.45
H 4.201 1.751 -2.319 0.33
O 1.017 -5.393 -2.074 -0.64
H 3.452 1.550 0.819 0.32
H 1.066 -4.455 -1.854 0.30
O -4.410 3.271 -1.358 -0.63
H -4.097 3.691 -2.081 0.25
H -2.232 0.185 4.721 0.40
```


(R)
Below is a structure of composition H33O17, with properties calculated with wB97M-V/def2-TZVPD.

For the orbital gap, the calculation gives 0.2826 Ha. As for the spin multiplicity: 1. As for the net charge: -1. Its LUMO energy is 1.557 eV.

The geometry in XYZ format:
```
50
Properties=species:S:1:pos:R:3:mulliken_charge:R:1
O -0.059 -2.216 2.322 -0.98
H -0.908 -1.767 2.302 0.26
H 0.862 -1.420 2.459 0.43
O -1.058 -4.594 -1.291 -0.68
H -1.832 -4.061 -1.493 0.34
H -0.640 -4.131 -0.547 0.33
O 0.483 0.116 5.158 -0.69
H -0.472 0.132 5.196 0.29
H 0.678 -0.101 4.215 0.41
O -3.350 1.418 -0.610 -0.64
H -3.102 1.199 -1.509 0.33
H -3.080 0.662 -0.069 0.30
O -0.912 -4.071 -3.802 -0.64
H -2.138 -2.395 0.773 0.24
O 2.344 -2.610 -0.976 -0.60
H 0.477 1.735 0.925 0.20
H 1.592 -3.195 -1.069 0.27
O 2.341 3.349 3.391 -0.65
H -1.931 2.499 -3.499 0.26
H 2.010 2.546 3.788 0.35
O 3.319 1.942 -2.697 -0.58
H 3.499 2.736 -3.201 0.29
H -0.367 -3.941 -3.005 0.37
O -1.379 1.709 -3.461 -0.48
H 3.273 3.553 3.409 0.30
H -0.988 -1.241 0.528 0.35
O -0.361 5.693 -1.359 -0.63
H -1.304 5.607 -1.110 0.44
H -0.781 1.868 -4.200 0.27
O 3.256 -0.350 -0.010 -0.63
H 2.327 -0.416 0.227 0.34
H -0.211 4.941 -1.945 0.25
O -1.854 -1.589 0.338 -0.60
H -1.920 -4.306 3.868 0.27
H -3.779 4.990 -0.710 0.31
O 1.690 -0.623 2.819 -0.94
H 2.303 -1.280 3.168 0.20
H -1.053 -3.197 -4.185 0.30
O -0.090 -0.724 -2.673 -0.58
H 0.460 -0.653 -3.468 0.28
H 0.417 -0.275 -1.998 0.23
O 0.587 0.783 0.856 -0.49
H 1.146 0.490 1.605 0.33
H 2.360 1.960 -2.580 0.30
O -2.969 4.964 -1.230 -0.67
H 3.405 -0.440 -0.949 0.25
H -2.803 4.156 -1.715 0.29
O -1.311 -3.704 4.291 -0.65
H -0.588 -3.324 3.755 0.40
H 2.411 -2.425 -0.030 0.34
```


(S)
Below is a cluster of 17 separate species, H33O17 in total, with properties calculated with wB97M-V/def2-TZVPD.

For the orbital gap, the calculation gives 0.3003 Ha. As for the spin multiplicity: 1. As for the net charge: -1. Its LUMO energy is 1.906 eV.

The geometry in XYZ format:
```
50
Properties=species:S:1:pos:R:3:mulliken_charge:R:1
O -2.518 -0.083 -0.738 -0.90
H -2.780 0.874 -0.676 0.30
H -2.004 -0.395 -1.601 0.38
O -3.742 3.458 -1.289 -0.64
H -2.807 3.428 -1.570 0.34
H -3.968 4.348 -0.934 0.31
O -0.910 -0.495 -2.411 -0.66
H -0.390 0.318 -2.691 0.33
H -1.489 -0.678 -3.389 0.44
O -1.653 -3.105 2.816 -0.73
H -0.846 -2.522 2.563 0.36
H -2.059 -2.456 3.538 0.35
O -1.354 1.217 4.085 -0.61
H -2.587 -1.586 1.775 0.30
O 0.896 3.085 0.413 -0.64
H -0.870 0.774 -0.586 0.28
H 0.626 2.347 0.918 0.36
O 1.137 -2.276 -4.320 -0.62
H 2.701 -3.431 2.804 0.32
H 0.707 -2.131 -3.486 0.32
O 4.103 2.518 3.572 -0.60
H 4.927 2.111 3.465 0.29
H -1.996 1.132 3.459 0.28
O 2.082 -2.728 3.029 -0.62
H 1.925 -2.820 -4.239 0.29
H -1.943 -0.445 0.878 0.37
O 3.906 -3.237 -0.685 -0.59
H 2.981 -3.391 -0.393 0.27
H 1.901 -2.380 2.128 0.31
O 3.376 2.961 -2.768 -0.68
H 2.366 2.725 -2.734 0.39
H 3.996 -3.777 -1.435 0.31
O -2.014 -0.894 1.678 -0.61
H -5.280 -0.150 -0.973 0.34
H 1.223 -4.509 -0.339 0.26
O 0.876 1.661 -2.384 -1.02
H 0.594 1.303 -3.130 -0.06
H -0.702 0.474 3.949 0.30
O 0.749 2.388 3.169 -0.54
H 0.240 2.618 2.535 0.30
H 1.601 2.981 2.954 0.28
O -0.042 0.752 -0.176 -0.58
H 0.273 1.105 -1.057 0.39
H 4.000 3.445 3.615 0.31
O 1.203 -5.121 -0.955 -0.57
H 3.821 2.086 -2.451 0.30
H 0.607 -4.789 -1.587 0.31
O -6.062 0.258 -1.499 -0.62
H -5.945 0.050 -2.342 0.27
H 1.144 2.979 -0.509 0.30
```


It is (Q) that is the most stable of them.